This record from the Open Molecules 2025 dataset describes a molecular structure, C14H37ClKN3OP at a distorted geometry. The level of theory is wB97M-V/def2-TZVPD.

XYZ file:
```
58
Properties=species:S:1:pos:R:3:mulliken_charge:R:1
C 2.250 -2.144 2.466 -1.47
P 2.345 -0.360 2.307 1.10
C 2.855 0.051 0.627 -1.16
N 3.544 0.159 3.315 -0.56
C 0.783 0.461 2.754 -1.03
C -0.470 -0.084 2.015 -0.04
C -1.726 0.326 2.802 -1.14
C -2.970 -0.655 2.631 -0.88
N -2.697 -1.870 1.866 -0.52
H 1.921 -2.412 3.466 0.31
H 3.279 -2.494 2.357 0.50
H 1.669 -2.621 1.680 0.49
H 3.805 0.577 0.640 0.40
H 2.082 0.682 0.190 0.20
H 2.954 -0.866 0.052 0.43
H 3.874 -0.574 3.944 0.38
H 3.176 0.880 3.935 0.22
H 0.907 1.516 2.501 0.37
H 0.677 0.387 3.834 0.54
H -0.503 0.355 1.023 -0.22
H -0.346 -1.160 1.940 0.38
H -2.008 1.327 2.406 0.46
H -1.480 0.472 3.848 0.36
H -3.850 -0.138 2.190 0.80
H -3.275 -0.948 3.640 0.41
H -2.217 -2.514 2.486 0.14
H -3.582 -2.297 1.621 0.25
Cl 6.122 -0.248 3.493 -0.77
K -4.111 1.465 1.790 1.00
C -0.921 2.404 -1.653 -0.85
C -0.739 1.664 -2.974 -0.52
C 0.718 1.309 -3.267 -0.55
C 1.658 2.508 -3.414 -0.61
C 1.261 3.507 -4.499 -0.47
C 1.257 2.907 -5.903 -1.20
H -0.398 3.360 -1.648 0.33
H -1.982 2.609 -1.477 0.34
H -0.547 1.803 -0.816 0.03
H -1.159 2.260 -3.788 0.32
H -1.320 0.738 -2.941 0.37
H 0.755 0.701 -4.173 0.36
H 1.096 0.668 -2.461 0.21
H 2.662 2.132 -3.627 0.42
H 1.732 3.035 -2.457 0.28
H 1.969 4.338 -4.476 0.38
H 0.279 3.937 -4.282 0.23
H 2.242 2.512 -6.159 0.30
H 0.999 3.666 -6.642 0.38
H 0.531 2.099 -5.997 0.28
C -3.387 -4.506 -1.411 -0.81
C -4.344 -3.451 -1.121 0.39
N -5.107 -2.626 -0.892 -0.41
H -2.367 -4.158 -1.255 0.25
H -3.552 -5.368 -0.767 0.28
H -3.475 -4.837 -2.444 0.32
O -0.685 -3.510 4.231 -0.65
H -0.086 -3.938 4.853 0.32
H -0.096 -3.035 3.638 0.32
```

Calculated values
- E_tot: -2196.296303 Eh
- HOMO energy: -8.3 eV
- Net charge: +1
- LUMO: -4.18 eV
- HOMO-LUMO gap: 4.1 eV

=====

This record from the Open Molecules 2025 dataset describes 2 unconnected molecules or ions with the total composition C14H37ClN3O2PSi at a distorted geometry. The level of theory is wB97M-V/def2-TZVPD.

XYZ file:
```
59
Properties=species:S:1:pos:R:3:mulliken_charge:R:1
C -4.386 -0.164 4.128 -0.73
N -3.107 0.181 3.524 0.20
C -2.482 1.345 4.154 -1.01
P -2.735 -0.039 1.912 0.33
O -1.277 0.121 1.726 -0.82
N -2.916 -1.702 1.496 0.30
C -3.826 -2.620 2.149 -1.15
C -1.672 -2.357 1.084 -0.77
N -4.029 0.545 1.042 0.20
C -3.994 0.285 -0.409 -1.00
C -4.305 1.977 1.281 -0.88
H -5.197 0.527 3.863 0.25
H -4.261 -0.128 5.211 0.38
H -4.698 -1.165 3.870 0.16
H -2.979 2.292 3.912 0.30
H -1.440 1.408 3.847 0.25
H -2.517 1.219 5.238 0.42
H -3.523 -2.880 3.172 0.32
H -3.867 -3.548 1.574 0.35
H -4.837 -2.214 2.164 0.36
H -1.014 -2.597 1.928 0.31
H -1.117 -1.719 0.404 -0.05
H -1.916 -3.287 0.564 0.40
H -3.137 0.755 -0.903 0.35
H -4.905 0.698 -0.843 0.41
H -3.965 -0.786 -0.582 0.27
H -3.476 2.628 0.984 0.33
H -4.526 2.141 2.334 0.22
H -5.184 2.262 0.703 0.36
C 3.765 1.143 -4.235 -0.56
O 5.117 0.778 -4.078 -0.42
C 5.372 -0.039 -2.951 -0.15
C 5.911 0.780 -1.780 -0.54
C 5.733 0.163 -0.385 -0.77
C 4.387 -0.530 -0.129 -0.84
Si 2.850 0.543 -0.337 0.16
C 1.532 -0.473 -1.239 -0.37
C 0.459 0.381 -1.924 -0.67
C -0.109 -0.337 -3.143 -0.57
Cl -0.998 0.779 -4.230 -0.25
H 3.640 1.512 -5.251 0.33
H 3.469 1.931 -3.533 0.23
H 3.102 0.280 -4.092 0.18
H 4.457 -0.576 -2.673 0.01
H 6.105 -0.784 -3.269 0.30
H 5.463 1.775 -1.826 0.31
H 6.982 0.927 -1.939 0.31
H 5.850 0.973 0.342 0.30
H 6.549 -0.535 -0.180 0.38
H 4.384 -0.963 0.875 0.51
H 4.279 -1.378 -0.814 0.43
H 3.147 1.767 -1.123 -0.14
H 2.352 0.983 0.987 -0.21
H 1.081 -1.188 -0.548 0.21
H 2.080 -1.038 -2.004 0.40
H 0.862 1.350 -2.224 0.49
H -0.378 0.519 -1.242 0.16
H -0.825 -1.102 -2.844 0.34
H 0.668 -0.818 -3.736 0.41
```

Calculated values
- E_tot: -1961.416564 Eh
- HOMO energy: -8.7 eV
- Energy relative to the best compared isomer or geometry (same formula, charge and spin): 0.0 kJ/mol
- Structure (SMILES): CN(C)P(=O)(N(C)C)N(C)C.COCCCC[SiH2]CCCCl
- LUMO: 0.75 eV
- HOMO-LUMO gap: 9.4 eV